# 1
10
Properties=species:S:1:pos:R:3:forces:R:3 method="wB97M-V/def2-TZVPD" e_tot_ha=-317.83201 total_charge=+1 max_force_ev_per_a=2.7 relative_energy_kcal_mol=6.1 orbital_gap_ev=10.6780
O -1.119 0.391 -0.129 1.1 0.7 -0.3
N 1.509 -1.461 -0.034 -0.1 1.4 0.1
N -3.256 -0.506 0.110 -0.6 -0.3 0.1
N 1.499 0.953 0.053 0.2 1.8 0.1
C -2.226 0.037 -0.070 -0.4 -0.6 0.3
C 1.520 -0.304 0.010 0.0 -2.7 -0.1
H 1.384 1.493 -0.802 0.0 -0.2 0.1
H 1.750 -2.430 -0.042 0.1 -0.3 0.0
H -4.230 -0.418 -0.069 -0.3 0.1 -0.1
H 1.243 1.426 0.918 0.0 -0.2 -0.1



# 2
82
Properties=species:S:1:pos:R:3:forces:R:3 method="wB97M-V/def2-TZVPD" e_tot_ha=-1669.47813 total_charge=0 max_force_ev_per_a=0.6 relative_energy_kcal_mol=3.9 orbital_gap_ev=8.5230
O 3.250 -0.590 -2.514 0.2 0.1 0.2
O -3.648 0.609 -0.525 -0.1 -0.3 0.1
N -2.617 2.617 -0.566 -0.2 0.1 -0.1
N -1.148 4.788 2.771 0.0 0.2 -0.1
N -0.874 0.107 0.866 -0.6 -0.1 0.2
N 2.087 -4.993 -1.559 0.0 -0.1 0.2
N 2.085 -2.203 -3.578 0.1 -0.1 0.0
C 0.638 -0.475 -0.957 -0.1 0.0 -0.1
C 0.159 0.057 4.373 0.0 0.0 0.0
C 0.866 -2.937 -3.824 -0.5 -0.1 -0.1
C -1.849 5.733 3.622 0.0 0.2 0.1
C -1.808 4.418 1.533 0.1 -0.3 -0.1
C 1.629 -4.364 0.609 -0.1 0.1 -0.1
C 1.707 -3.815 -0.812 0.1 0.0 0.2
C -2.563 4.929 4.731 0.0 0.1 0.0
C 3.581 -4.117 -3.293 -0.2 0.1 -0.2
C 3.280 -2.840 -4.081 0.5 0.0 0.0
C -1.451 3.446 -0.761 0.6 0.1 0.1
C -0.016 0.040 -3.218 0.1 -0.1 0.0
C 2.306 -4.935 -2.984 0.1 -0.1 -0.2
C -3.628 3.233 0.266 -0.4 -0.2 0.3
C -0.532 0.107 -0.475 0.0 0.0 -0.5
C -0.599 -0.084 3.228 0.0 0.0 -0.1
C 1.470 0.497 4.293 0.1 0.0 0.1
C -0.735 3.726 3.672 0.2 -0.1 0.1
C -0.795 3.764 0.584 -0.3 0.3 -0.2
C 2.009 0.806 3.055 0.0 0.0 0.1
C -1.433 0.679 -1.388 0.1 -0.3 0.1
C 2.182 -1.104 -2.799 -0.1 0.1 -0.1
C -2.675 1.290 -0.810 0.1 0.2 -0.2
C 0.969 -5.733 0.402 0.0 0.0 0.0
C 1.123 -4.450 -3.858 0.2 -0.1 0.3
C 0.889 -0.517 -2.320 -0.1 0.3 0.1
C -1.826 3.583 4.754 0.1 0.0 -0.1
C 1.266 -6.085 -1.067 0.0 -0.3 -0.1
C -0.055 0.209 1.975 0.2 0.1 0.3
C -3.047 3.512 1.654 0.1 0.3 -0.2
C 1.259 0.672 1.902 -0.1 0.0 -0.1
C -1.174 0.635 -2.747 0.0 -0.1 0.1
H -0.743 2.940 -1.419 -0.1 0.1 0.0
H -1.867 0.067 1.052 0.1 0.0 0.0
H 0.323 -6.193 -1.628 0.0 0.0 0.0
H -3.619 4.795 4.496 0.0 0.0 0.0
H -2.502 2.763 4.514 0.0 -0.1 0.0
H -1.095 6.386 4.075 -0.1 0.1 0.0
H 0.720 -3.417 -1.103 0.0 0.1 0.0
H -3.956 4.167 -0.204 0.0 0.0 0.0
H -2.534 6.353 3.044 0.0 0.1 0.0
H 0.440 -2.630 -4.791 0.0 0.0 0.1
H -3.807 3.990 2.273 -0.1 0.0 0.1
H -4.474 2.546 0.327 0.1 0.2 -0.1
H 3.025 1.166 2.983 0.1 0.0 0.0
H 4.288 -4.721 -3.861 0.1 0.0 0.0
H 0.191 0.017 -4.277 0.0 0.0 -0.1
H -2.767 2.565 2.118 0.0 -0.1 0.1
H 0.137 -2.684 -3.052 0.1 -0.1 -0.1
H 0.213 -4.969 -3.551 0.0 0.0 -0.1
H 1.339 -4.757 -4.883 0.0 0.0 0.0
H 2.063 0.605 5.188 0.1 0.0 0.1
H -0.415 2.841 1.022 0.0 -0.1 0.0
H 2.453 -3.030 -0.923 0.0 0.1 0.0
H 4.103 -2.129 -3.981 -0.1 -0.1 -0.1
H 0.203 4.044 4.139 0.0 -0.1 0.0
H 1.823 -7.021 -1.166 -0.1 0.0 -0.1
H -1.382 3.375 5.725 0.0 -0.1 0.1
H 1.338 -0.924 -0.271 0.1 0.0 0.1
H -1.879 1.076 -3.436 -0.1 0.1 -0.1
H 1.684 0.949 0.950 0.1 0.0 -0.1
H -2.127 5.364 1.074 0.0 -0.1 0.0
H -1.625 -0.421 3.291 -0.1 -0.1 0.0
H 3.130 -3.065 -5.141 0.0 0.0 0.0
H 1.371 -6.480 1.084 -0.1 0.0 0.0
H -0.106 -5.669 0.566 0.0 0.0 0.0
H -1.774 4.376 -1.244 0.0 -0.1 0.0
H -0.545 2.794 3.146 0.1 -0.1 0.0
H 4.054 -3.859 -2.347 0.0 0.0 0.0
H 2.487 -5.979 -3.273 0.0 0.1 0.0
H -0.278 -0.175 5.333 0.0 0.0 0.1
H -2.498 5.446 5.686 -0.1 0.0 0.0
H 1.061 -3.720 1.278 0.0 0.0 0.1
H 0.049 4.438 0.438 0.0 0.0 0.0
H 2.635 -4.486 1.007 0.0 0.1 0.0



# 3
55
Properties=species:S:1:pos:R:3:forces:R:3 method="wB97M-V/def2-TZVPD" e_tot_ha=-1721.13878 total_charge=0 max_force_ev_per_a=0.8 relative_energy_kcal_mol=28.9 orbital_gap_ev=8.5248
Cl -2.446 -1.752 3.056 -0.2 0.0 -0.1
O 1.191 -3.749 4.062 0.1 0.0 0.0
O -0.340 3.546 -2.322 -0.1 -0.3 -0.2
N 0.533 -2.020 2.738 0.0 0.4 -0.2
N 1.405 -1.422 0.583 0.0 -0.4 0.7
N 2.316 -1.828 -0.303 0.5 0.1 -0.7
N -0.242 -0.209 -2.518 -0.1 0.0 -0.2
C 0.218 3.878 -4.671 0.0 0.2 0.2
C 0.292 3.347 -5.948 0.0 -0.1 0.0
C 1.090 0.182 -2.105 0.3 0.1 0.0
C -1.154 0.907 -2.738 0.0 0.0 0.1
C 0.481 -2.789 3.862 -0.1 0.1 0.0
C -2.151 -1.536 7.010 0.0 0.0 -0.1
C -0.651 1.781 -3.855 -0.1 0.2 0.2
C 1.391 -2.238 1.670 0.5 -0.4 -0.2
C -0.757 -1.217 -1.620 -0.1 -0.1 0.2
C -0.494 -2.313 4.898 -0.2 -0.1 0.2
C 2.892 -2.894 0.214 -0.3 0.2 0.2
C 0.061 4.861 -2.033 0.1 0.2 0.1
C 1.167 0.692 -0.659 0.0 -0.2 -0.1
C -0.880 -2.024 7.270 0.0 0.0 0.0
C -0.247 3.102 -3.616 -0.1 -0.2 -0.1
C 0.538 -0.287 0.338 -0.4 0.4 0.0
C -1.780 -1.836 4.660 0.1 0.0 0.2
C -2.604 -1.451 5.707 0.0 0.0 0.0
C -0.070 -2.415 6.223 0.0 0.0 -0.1
C -0.839 -0.755 -0.159 0.1 -0.1 -0.2
C -0.562 1.270 -5.139 0.0 0.2 0.1
C -0.093 2.042 -6.187 0.0 0.0 -0.1
C 2.353 -3.208 1.466 -0.2 0.0 0.2
H 1.734 -0.695 -2.201 0.0 0.2 -0.1
H -0.860 0.246 -5.303 0.0 -0.1 0.0
H -2.118 0.477 -3.030 0.0 0.1 0.1
H 0.531 4.898 -4.510 0.0 0.1 0.0
H 0.658 3.965 -6.755 0.0 0.0 -0.1
H 1.450 0.958 -2.783 0.1 0.0 0.0
H -1.311 1.527 -1.845 -0.1 -0.1 -0.1
H 3.669 -3.399 -0.323 0.2 -0.1 -0.1
H -0.111 -1.247 2.655 0.1 -0.2 0.1
H 2.212 0.855 -0.394 0.0 0.1 0.0
H -0.526 -2.105 8.286 0.0 0.0 0.1
H -1.205 -1.577 0.459 0.0 0.0 0.1
H -0.097 4.989 -0.963 0.0 0.0 -0.1
H 1.119 5.020 -2.262 0.0 0.0 0.0
H 2.610 -4.007 2.126 0.0 -0.1 0.1
H -0.086 -2.079 -1.684 -0.1 -0.1 0.0
H 0.639 1.644 -0.583 0.0 0.0 0.1
H 0.916 -2.815 6.403 0.1 0.0 0.0
H -2.796 -1.231 7.820 -0.1 0.0 0.1
H -0.030 1.629 -7.182 0.0 0.0 -0.1
H 0.419 0.235 1.301 0.1 -0.1 -0.2
H -0.544 5.596 -2.575 0.0 0.0 0.0
H -1.545 0.073 -0.072 0.0 0.0 0.1
H -1.748 -1.527 -1.964 0.0 -0.1 0.0
H -3.600 -1.092 5.494 -0.1 0.0 0.0



# 4
13
Properties=species:S:1:pos:R:3:forces:R:3 method="wB97M-V/def2-TZVPD" multiplicity=3 e_tot_ha=-608.59494 total_charge=+1 max_force_ev_per_a=8.1 s_squared=2.007 relative_energy_kcal_mol=123.2 orbital_gap_ev="6.1650 / 6.7592"
S 0.195 -0.444 0.233 -3.2 5.7 4.8
O 1.010 -1.636 0.473 3.2 -4.5 -1.6
N -1.134 -0.334 1.140 -0.2 0.6 -0.7
C -0.452 -0.365 -1.424 0.8 2.4 0.3
C 1.171 1.013 0.520 1.2 -0.5 -0.3
H 0.403 -0.415 -2.016 1.6 0.4 -1.2
H -1.039 -1.095 -1.733 -3.0 -3.4 -1.4
H 0.870 1.720 -0.248 0.0 0.3 -0.6
H 0.861 1.424 1.460 0.3 0.0 0.6
H -1.272 -0.698 2.085 0.8 -0.2 -0.4
H -1.905 -0.601 0.548 -1.2 0.2 -0.2
H -0.971 0.666 -1.444 0.8 -1.3 0.3
H 2.262 0.764 0.407 -1.1 0.3 0.4